# 1
The following is a DFT calculation (ωB97M-V/def2-TZVPD) of a gas-phase ion, C9H2Cl4NO5 (charge -1) at a distorted geometry.

```
21
Properties=species:S:1:pos:R:3:forces:R:3:mulliken_charge:R:1
Cl 1.001450 -2.224305 0.868918 0.39 -1.95 0.18 -0.178
C -0.059420 -0.905636 0.411729 0.18 0.73 1.89 0.509
C -0.954457 -0.534204 1.512330 -1.46 -0.38 -1.77 -0.173
Cl -0.570603 -0.699590 3.188559 0.69 0.34 0.03 -0.248
C -2.269003 0.017017 1.249468 1.86 1.04 0.34 0.365
O -2.673936 0.956737 1.927294 -1.41 -0.48 0.21 -0.668
C -3.055333 -0.432454 -0.001132 -0.75 1.56 1.21 0.227
O -4.246371 -0.182127 -0.160681 1.79 -0.78 0.11 -0.606
C -2.175561 -1.003806 -1.012088 3.07 0.12 -0.58 0.370
Cl -2.864193 -0.998310 -2.568178 -0.27 -0.61 -0.64 -0.190
C -0.788236 -1.161667 -0.863889 -3.89 -1.29 -0.56 -0.190
Cl -0.002045 -2.094418 -2.095050 0.35 0.78 0.03 -0.190
C 2.911383 1.404795 -0.361728 0.95 0.57 0.01 -0.418
C 2.362499 0.346104 0.559352 -0.87 0.08 0.77 0.540
O 2.861117 -0.123884 1.558298 -0.05 0.54 -1.21 -0.593
N 1.086779 0.141560 0.039800 -1.25 -0.17 -0.46 0.327
C 0.760598 1.070081 -0.919411 -1.26 2.27 -1.25 0.435
O -0.312520 1.359164 -1.430988 1.84 -1.12 0.97 -0.516
O 1.862948 1.843631 -1.249195 0.67 -1.28 1.27 -0.380
H 3.341498 2.227720 0.205996 -0.47 0.28 0.16 0.298
H 3.783404 0.993592 -0.859403 -0.10 -0.25 -0.69 0.277
```
Positions in Å, forces in eV/Å.

Output
- 2S+1: 1
- Charge: -1
- SMILES: O=C1C([O-])=C(Cl)[C@](Cl)(N2C(=O)COC2=O)C(Cl)=C1Cl



# 2
The following is a DFT calculation (ωB97M-V/def2-TZVPD) of 2 unconnected molecules or ions with the total composition C2H4Cl3N2 at a distorted geometry.

```
11
Properties=species:S:1:pos:R:3:forces:R:3:mulliken_charge:R:1
C 1.956080 0.266464 0.486206 -5.06 -0.12 0.51 0.342
C -2.698269 -0.169193 -0.734677 0.53 0.15 0.99 0.007
N 3.094150 -0.120942 0.723209 5.80 1.28 -2.01 -0.319
N 0.812241 0.424085 0.505666 -2.50 1.27 -1.49 0.043
Cl -1.679743 -1.157391 -1.768713 -0.71 0.12 0.08 -0.035
Cl -2.958615 -0.890225 0.859181 0.23 0.05 -0.34 -0.046
Cl -1.874507 1.442642 -0.547169 0.35 -0.16 0.27 -0.173
H -3.673040 0.136981 -1.060831 -0.25 -0.43 -0.91 0.326
H 3.883885 0.209771 0.157355 -0.59 0.39 0.01 0.286
H 3.456144 -0.829480 1.261353 -0.24 -2.27 2.06 0.245
H -0.318328 0.687283 0.118416 2.45 -0.28 0.84 0.321
```
Positions in Å, forces in eV/Å.

Output
- 2S+1: 1
- Charge: +1
- Energy above the lowest of the compared OMol25 structures with the same formula, charge and spin: 38.10 kcal per mole



| no. | HOMO-LUMO gap (Eh) |
| --- | --- |
| 1 | 0.2142 |
| 2 | 0.4002 |